[1]
This record from the OMol25 dataset describes C2H4O3S in the gas phase in a non-equilibrium geometry. The level of theory is the ωB97M-V functional and the def2-TZVPD basis.

Geometry (Å):
O 0.23 -1.37 1.10
C 0.04 -0.15 0.60
S 1.73 0.82 0.47
C -0.70 0.02 -0.69
O -1.80 0.59 0.05
O -0.99 0.56 1.23
H -0.42 -1.47 1.80
H 2.27 0.13 1.63
H -0.21 0.55 -1.49
H -1.24 -0.91 -1.04

Results
- Highest occupied orbital energy: -9.63 eV
- SMILES: O[C@@]1(S)COO1
- Strongest force on any atom: 3.5 eV Å⁻¹
- Energy above the lowest of the compared OMol25 structures with the same formula, charge and spin: 369.2 kJ/mol
- Electronic energy: -19111.99673 eV


[2]
This record from the OMol25 dataset describes C6H18Fe2NO9 as an isolated structure in a non-equilibrium geometry. The level of theory is the ωB97M-V functional and the def2-TZVPD basis.

Geometry (Å):
Fe -1.56 1.16 3.63
Fe 1.80 -0.60 -0.85
N -1.13 0.31 0.51
O -2.22 0.22 0.01
O -1.12 0.75 1.68
O -0.09 -0.11 0.04
C 1.56 -3.40 0.09
C 1.34 -3.49 -1.40
O 1.06 -2.19 -1.98
O 1.85 -2.13 0.64
H 2.33 -4.14 0.30
H 0.61 -3.84 0.43
H 0.46 -4.03 -1.75
H 2.15 -3.97 -1.95
H 0.56 -2.44 -2.77
H 2.00 -2.23 1.59
C 3.49 1.93 0.41
C 4.90 1.68 0.88
O 4.87 0.75 2.00
O 2.65 0.75 0.52
H 3.57 2.34 -0.59
H 3.00 2.52 1.19
H 5.33 2.66 1.09
H 5.48 1.11 0.15
H 5.82 0.67 2.14
H 2.59 0.60 1.47
C -5.77 1.63 -1.25
C -5.13 1.44 0.16
O -4.12 2.34 0.45
O -4.93 0.82 -2.10
H -5.85 2.67 -1.57
H -6.67 1.09 -1.55
H -4.68 0.47 0.36
H -5.88 1.59 0.94
H -3.26 2.06 0.12
H -5.01 1.02 -3.03

Results
- Highest occupied orbital energy (spin up / spin down): -13.64 / -13.64 eV
- Strongest force on any atom: 4.6 eV Å⁻¹
- Spin multiplicity: 10
- Energy above the lowest of the compared OMol25 structures with the same formula, charge and spin: 0.0 kJ/mol
- Electronic energy: -95180.64446 eV
- Charge: +2


[3]
This record from the OMol25 dataset describes a 2-piece molecular cluster, C6H16 overall in a non-equilibrium geometry. The level of theory is the ωB97M-V functional and the def2-TZVPD basis.

Geometry (Å):
C 1.55 0.76 -0.18
C 2.31 0.26 0.98
C -0.13 0.93 0.22
C 1.90 2.14 -0.66
H 1.44 -0.01 -0.96
H 1.79 0.50 1.91
H 3.27 0.80 1.10
H -0.41 -0.08 0.54
H -0.15 1.58 1.08
H -0.64 1.32 -0.66
H 2.90 2.06 -1.15
H 1.20 2.53 -1.39
H 1.96 2.86 0.16
H 2.50 -0.81 0.98
C -2.05 -2.52 -0.21
C -2.83 -1.21 -0.25
H -1.12 -2.45 0.37
H -2.63 -3.32 0.24
H -1.73 -2.83 -1.21
H -3.80 -1.26 0.25
H -2.35 -0.32 0.16
H -2.99 -0.94 -1.30

Results
- Highest occupied orbital energy (spin up / spin down): -14.97 / -14.95 eV
- Strongest force on any atom: 1.8 eV Å⁻¹
- Spin multiplicity: 2
- Energy above the lowest of the compared OMol25 structures with the same formula, charge and spin: 0.0 kJ/mol
- Electronic energy: -6470.86637 eV
- Charge: +1


[4]
This record from the OMol25 dataset describes C3H12BORb5 as an isolated structure in a non-equilibrium geometry. The level of theory is the ωB97M-V functional and the def2-TZVPD basis.

Geometry (Å):
Rb -0.32 -3.18 -1.87
Rb 0.13 -2.01 1.99
Rb -3.77 -4.43 0.83
Rb -4.08 0.68 1.68
Rb -2.38 0.47 -2.24
B -2.57 -1.58 -0.16
H -1.57 -1.06 -0.08
H -3.37 -0.99 -0.68
H -2.41 -2.60 -0.61
H -3.04 -1.77 0.85
C 3.18 1.08 0.08
C 1.74 1.09 0.51
C 1.03 2.30 -0.12
O 1.09 -0.14 0.04
H 3.75 1.97 0.36
H 3.39 0.94 -0.99
H 3.78 0.28 0.54
H 1.69 1.11 1.60
H -0.05 2.33 0.01
H 1.30 2.35 -1.18
H 1.41 3.21 0.35
H 1.06 -0.03 -0.92

Results
- Highest occupied orbital energy: -21.60 eV
- Strongest force on any atom: 2.5 eV Å⁻¹
- Electronic energy: -9269.43336 eV
- Charge: +4


[5]
This record from the OMol25 dataset describes C32H63B2Br2F3O9P as an isolated structure in a non-equilibrium geometry. The level of theory is the ωB97M-V functional and the def2-TZVPD basis.

Geometry (Å):
C -4.96 -3.52 3.87
C -4.68 -2.94 2.84
C -4.37 -2.31 1.51
C -3.34 -1.13 1.64
C -3.76 0.19 0.92
C -2.62 1.08 0.36
O -1.94 1.79 1.39
P -0.20 1.98 1.10
C 1.64 2.07 0.61
O 2.58 1.48 1.53
C 3.74 1.03 0.88
C 4.62 0.13 1.81
C 4.43 -1.36 1.36
C -0.08 0.30 2.09
O -1.12 0.30 3.16
C -0.78 -0.46 4.19
F -1.87 -0.58 5.00
F 0.19 0.08 4.98
F -0.43 -1.73 3.85
C 0.00 2.86 2.82
B 0.68 4.28 2.73
O 2.06 4.50 2.51
O -0.06 5.46 2.90
B -0.76 3.66 0.23
O -1.94 4.30 0.68
C -0.02 4.36 -1.00
C -0.95 5.00 -2.09
O -0.41 1.21 -0.50
C -1.60 0.54 -0.74
C -2.08 1.25 -2.09
C -1.00 1.15 -3.24
C -1.75 1.00 -4.60
C -2.32 -0.42 -4.84
C -2.09 -0.95 -6.29
C -2.86 -2.30 -6.45
C -2.05 -3.51 -5.87
C -1.61 -0.95 -1.17
Br -3.29 -1.82 -1.68
C -0.51 -1.72 -1.27
C 0.89 -1.22 -0.94
Br -0.60 -3.57 -1.89
H -5.41 -4.12 4.64
H -3.86 -3.11 0.94
H -5.29 -2.05 0.96
H -3.28 -0.89 2.72
H -2.34 -1.50 1.37
H -4.48 -0.08 0.12
H -4.33 0.80 1.64
H -3.20 1.90 -0.12
H 2.00 3.11 0.41
H 1.77 1.55 -0.37
H 4.32 1.92 0.54
H 3.54 0.44 -0.04
H 4.41 0.28 2.88
H 5.67 0.38 1.56
H 4.64 -2.09 2.16
H 3.43 -1.51 0.91
H 5.15 -1.58 0.54
H -0.33 -0.59 1.48
H 0.86 0.17 2.65
H 0.60 2.26 3.53
H -1.03 3.03 3.19
H 2.55 3.86 3.05
H 0.58 6.17 3.08
H -1.74 5.19 1.00
H 0.64 3.62 -1.50
H 0.69 5.11 -0.58
H -2.02 4.84 -1.93
H -0.68 6.07 -2.19
H -0.67 4.56 -3.07
H -3.01 0.81 -2.50
H -2.27 2.33 -1.94
H -0.26 0.36 -3.06
H -0.46 2.12 -3.26
H -2.58 1.74 -4.62
H -1.05 1.28 -5.42
H -1.81 -1.12 -4.15
H -3.41 -0.48 -4.66
H -2.46 -0.18 -6.99
H -1.02 -1.16 -6.47
H -3.80 -2.19 -5.88
H -3.09 -2.53 -7.51
H -2.33 -4.44 -6.41
H -2.36 -3.65 -4.82
H -0.96 -3.35 -5.98
H 1.10 -1.13 0.14
H 1.60 -2.00 -1.30
H 1.18 -0.30 -1.49
C 1.47 -3.18 5.89
C 1.51 -4.32 6.90
C 0.51 -4.11 8.02
O 2.83 -4.43 7.45
H 1.72 -2.23 6.37
H 2.20 -3.34 5.10
H 0.48 -3.09 5.44
H 1.31 -5.27 6.39
H 0.73 -3.19 8.57
H 0.55 -4.93 8.74
H -0.51 -4.04 7.63
H 3.03 -3.60 7.90
C 4.84 0.21 -3.37
C 3.36 -0.06 -3.61
C 3.04 -0.10 -5.10
O 2.59 0.96 -2.98
H 5.13 1.18 -3.79
H 5.05 0.25 -2.30
H 5.46 -0.56 -3.82
H 3.08 -1.00 -3.15
H 3.28 0.86 -5.57
H 1.98 -0.28 -5.25
H 3.61 -0.89 -5.60
H 2.82 1.81 -3.38

Results
- Highest occupied orbital energy: -4.36 eV
- Strongest force on any atom: 3.7 eV Å⁻¹
- Electronic energy: -211513.21100 eV
- Charge: -1


[6]
This record from the OMol25 dataset describes C4H13N3O in the gas phase in a non-equilibrium geometry. The level of theory is the ωB97M-V functional and the def2-TZVPD basis.

Geometry (Å):
N -1.24 2.39 -1.95
C -0.73 1.91 -0.70
N 0.44 0.97 -0.95
C 1.14 0.43 0.14
C 0.72 -0.98 0.58
N 1.41 -1.24 1.86
C -0.78 -1.25 0.46
O -0.98 -2.69 0.77
H -1.99 1.81 -2.25
H -0.48 2.60 -2.58
H -1.49 1.39 -0.15
H -0.27 2.68 -0.06
H 0.17 0.22 -1.66
H 2.27 0.22 -0.07
H 1.46 1.16 0.89
H 1.37 -1.72 -0.01
H 1.31 -2.21 2.12
H 1.05 -0.72 2.66
H -1.15 -0.95 1.49
H -1.30 -0.98 -0.47
H -0.93 -3.06 -0.14

Results
- Highest occupied orbital energy: -8.52 eV
- SMILES: NCNC[C@@H](N)CO
- Strongest force on any atom: 4.4 eV Å⁻¹
- Energy above the lowest of the compared OMol25 structures with the same formula, charge and spin: 299.6 kJ/mol
- Electronic energy: -10874.57241 eV


[7]
This record from the OMol25 dataset describes C9H6ClNO2Tl as an isolated structure in a non-equilibrium geometry. The level of theory is the ωB97M-V functional and the def2-TZVPD basis.

Geometry (Å):
Tl -1.10 0.04 -1.94
N -0.75 0.05 5.69
C -0.86 0.08 4.55
C -1.01 0.11 3.12
C 0.02 -0.40 2.32
C -0.10 -0.40 0.93
C -1.28 0.13 0.50
C -2.34 0.65 1.17
C -2.17 0.64 2.56
H 0.92 -0.81 2.77
H 0.69 -0.77 0.29
H -3.24 1.05 0.72
H -2.95 1.05 3.18
Cl 2.50 -0.57 -5.65
C 2.61 -0.18 -3.93
C 1.28 -0.22 -3.20
O 0.20 -0.15 -3.86
O 1.32 -0.28 -1.95
H 2.98 0.84 -3.82
H 3.29 -0.87 -3.44

Results
- Highest occupied orbital energy: -13.77 eV
- Strongest force on any atom: 1.7 eV Å⁻¹
- Energy above the lowest of the compared OMol25 structures with the same formula, charge and spin: 93.1 kJ/mol
- Electronic energy: -32221.76792 eV
- Charge: +1